ORCA calculation (wB97M-V/def2-TZVPD) on a molecular structure, C27H29Br2N5O4RuS.

The geometry in XYZ format:
```
69
Properties=species:S:1:pos:R:3:forces:R:3
Ru 0.070 0.245 0.477 0.6 -0.9 1.0
Br -3.376 4.355 -4.122 0.4 -0.5 0.3
Br 0.670 0.386 -4.463 -0.4 0.3 0.1
S 0.398 0.428 3.435 0.1 -0.3 0.1
O 0.443 0.594 -1.481 -0.3 0.2 -0.3
O 0.955 1.454 2.570 0.3 0.0 0.2
O -0.484 0.814 4.485 -0.1 -0.3 0.1
O 2.000 -0.556 0.662 -1.4 0.8 -0.1
N -0.444 -0.407 2.247 1.5 1.7 -0.5
N -1.343 1.816 0.077 0.4 -0.2 -0.2
N 2.845 -2.590 0.180 -0.1 0.9 0.1
N -1.541 -1.606 0.756 0.5 0.7 0.5
N 4.180 -0.664 0.077 -0.6 -0.1 0.0
C 1.569 -3.129 0.597 -0.4 0.1 0.1
C 2.455 -2.114 5.749 0.0 0.1 -0.1
C -2.329 -2.582 0.346 -0.3 -0.5 0.1
C 2.965 -0.447 3.585 0.1 0.1 -0.1
C -2.212 3.141 -3.272 -0.4 0.4 -0.4
C -2.190 3.055 -1.848 0.3 -0.4 0.7
C -2.857 3.622 0.380 0.0 -0.1 -0.2
C -0.424 1.330 -2.056 0.1 0.0 0.2
C -0.510 1.451 -3.464 0.3 -0.2 -0.6
C -1.416 2.320 -4.054 0.3 -0.2 -0.1
C -1.246 -1.480 2.077 -1.5 -1.9 0.0
C 3.999 -1.143 4.182 -0.1 0.0 0.1
C 3.651 -3.406 -0.703 0.3 -0.3 -0.1
C -2.077 2.568 0.896 -0.4 0.3 0.1
C 2.984 -1.252 0.297 0.9 -0.9 -0.3
C 5.450 -1.242 0.459 0.4 -0.2 0.0
C 1.414 -1.428 5.158 -0.1 0.0 0.1
C 1.681 -0.610 4.073 -0.5 0.5 -0.3
C -1.753 -2.379 3.024 0.3 0.6 -0.2
C 4.882 -2.661 5.969 0.1 -0.1 0.2
C -2.066 2.301 2.354 0.1 0.0 0.2
C -1.351 2.084 -1.256 -0.5 0.5 -0.3
C -2.554 -3.416 2.578 0.0 0.1 -0.3
C 3.761 -1.979 5.272 -0.2 0.1 -0.2
C 4.217 0.754 -0.215 -0.1 0.4 -0.1
C -2.852 -3.527 1.224 0.1 0.1 0.0
C -2.948 3.853 -0.968 0.1 -0.2 0.1
H 1.408 -2.903 1.654 -0.1 -0.1 -0.1
H -1.486 2.361 -5.131 0.0 0.1 0.0
H 4.998 -2.220 6.959 0.1 0.0 0.1
H -3.587 4.637 -1.350 0.0 0.0 0.0
H 3.247 1.075 -0.596 0.2 0.0 0.0
H 5.816 -2.541 5.430 0.1 -0.1 0.0
H 3.128 0.264 2.792 0.1 0.0 -0.1
H -2.246 1.244 2.557 -0.1 0.2 0.0
H -2.550 -2.617 -0.713 0.0 0.0 0.0
H 4.981 0.932 -0.975 -0.1 0.0 0.1
H 0.750 -2.686 0.006 0.2 -0.3 0.2
H 4.465 1.338 0.677 0.0 0.0 0.0
H 5.950 -0.538 1.127 0.0 -0.1 0.0
H 4.342 -2.793 -1.274 0.0 0.0 0.0
H -1.540 -2.239 4.071 0.1 0.0 0.1
H 5.012 -1.002 3.836 0.1 0.0 -0.1
H 2.998 -3.931 -1.401 0.0 0.0 0.0
H 6.108 -1.399 -0.400 -0.1 0.0 0.0
H -1.082 2.549 2.760 -0.2 0.0 0.0
H -3.412 4.237 1.070 -0.1 0.0 0.1
H 0.416 -1.470 5.562 -0.2 -0.1 0.1
H 5.308 -2.183 0.984 0.0 0.0 0.0
H 4.674 -3.719 6.116 0.0 -0.1 0.0
H -2.808 2.903 2.873 0.0 0.0 0.0
H -2.958 -4.127 3.283 0.0 0.0 0.1
H 4.213 -4.144 -0.129 0.0 0.0 -0.1
H 2.274 -2.723 6.620 -0.1 -0.1 0.1
H 1.573 -4.204 0.454 0.0 -0.1 0.0
H -3.478 -4.325 0.856 0.0 0.0 0.0
```
Positions in Å, forces in eV/Å.

Values from the calculation:
Orbital gap (alpha / beta) ... 7.6 / 5.5 eV
E ... -7261.5709 a.u.
Relative energy (zero: lowest compared OMol25 entry of this formula, charge and spin) ... 45.5 kJ/mol
Charge ... +2
Multiplicity ... 5
E_LUMO (alpha / beta) ... -6.34 / -8.58 eV

Atom charges from the natural (NBO) analysis, given in e for atoms 1 to 4: atom 1 (Ru): 1.456, atom 2 (Br): 0.227, atom 3 (Br): 0.213, atom 4 (S): 2.320

ORCA calculation (wB97M-V/def2-TZVPD) on a molecular structure, C27H29CeIN5O6S.

The geometry in XYZ format:
```
70
Properties=species:S:1:pos:R:3:forces:R:3
Ce -0.891 -1.576 0.392 0.3 -0.9 1.0
I -6.947 4.939 1.567 -0.1 0.2 -0.4
S 0.282 -1.570 2.806 -0.5 -0.1 0.0
O -1.715 -5.771 0.044 -0.3 -1.1 -0.5
O -0.083 -1.677 -1.911 0.1 -0.3 -0.5
O -1.980 0.323 -0.204 1.0 0.4 -0.5
O 1.266 -2.936 -0.062 0.3 0.1 -1.6
O -2.805 -0.785 1.500 0.2 1.3 -0.5
O -2.671 -2.017 -1.392 0.3 0.5 0.0
N 3.847 -0.114 3.182 0.2 0.2 0.1
N 1.004 0.160 0.630 0.9 -0.1 -0.3
N 2.786 -0.868 3.307 0.0 -0.4 0.3
N 1.997 0.030 1.395 -1.2 -0.2 -0.5
N -1.698 -3.563 0.947 -0.2 -1.7 -0.8
C -1.752 -4.700 0.481 0.7 2.7 1.2
C 2.758 1.557 -2.297 0.5 0.0 -0.3
C 0.287 1.798 -0.972 3.0 -0.7 -1.6
C 5.014 2.829 1.141 1.0 -1.6 -0.6
C 1.697 -3.233 -1.437 1.0 1.0 0.6
C -5.645 2.369 1.972 1.1 -1.7 0.5
C 1.333 0.918 -0.549 -2.6 0.9 1.5
C -3.930 2.340 -0.140 0.4 1.1 -1.8
C 0.545 2.453 -2.179 -0.4 -0.9 1.0
C -1.022 -1.200 -2.925 0.3 0.9 1.6
C 4.196 3.810 1.613 -1.5 0.9 1.0
C -3.954 -2.605 -1.100 0.2 -0.1 0.1
C -4.714 1.301 1.891 -0.5 1.8 -0.5
C -2.287 -1.974 -2.759 -0.1 -0.9 -0.2
C 2.552 0.822 -1.144 0.9 -0.3 -0.7
C 3.079 2.231 3.089 0.0 -0.3 0.2
C 4.830 1.475 1.639 1.9 1.8 -2.1
C -3.833 1.328 0.801 -0.4 -0.5 1.5
C 1.761 2.323 -2.827 -0.6 1.4 -1.0
C -4.883 3.379 -0.102 1.0 -1.4 1.0
C -5.699 3.359 1.014 -0.5 0.6 0.3
C -2.797 0.265 0.753 -1.7 -0.6 -0.2
C 3.220 3.516 2.598 0.4 -0.8 0.0
C 1.783 -0.769 2.484 0.5 0.5 0.1
C 1.258 -2.019 -2.337 -2.1 -3.6 0.6
C 1.911 -3.778 0.873 0.2 -1.4 0.6
C 3.903 1.202 2.567 -0.7 0.2 1.5
H -0.602 1.909 -0.423 -0.8 0.0 0.4
H -3.892 -2.928 -0.046 -0.1 -0.1 -0.7
H 1.853 -1.178 -2.281 1.4 1.6 0.2
H 2.663 4.362 2.984 -0.2 -0.3 0.1
H 4.119 4.883 1.404 1.0 -0.5 -0.8
H -4.558 0.584 2.691 -0.3 0.0 -0.2
H -2.080 -3.011 -3.086 -0.3 0.3 0.0
H 3.002 -3.694 0.857 0.0 0.1 -0.5
H -0.645 -1.356 -3.921 0.3 0.1 -0.3
H -6.263 2.477 2.843 -0.2 -0.2 0.2
H -0.249 2.958 -2.660 -0.6 0.9 -0.3
H 1.320 -4.254 -1.708 0.1 1.1 -0.1
H -1.126 -0.133 -2.658 -0.2 -0.3 -0.6
H 3.681 1.527 -2.831 0.6 -0.2 -0.1
H -4.059 -3.437 -1.823 -0.5 0.3 0.6
H 3.326 0.140 -0.791 -0.3 0.2 0.2
H 1.634 -4.866 0.732 0.1 1.2 0.1
H 1.609 -3.426 1.848 -0.3 -0.3 0.2
H 5.503 0.725 1.214 -0.4 0.0 0.4
H -4.751 -1.841 -1.158 0.3 -0.4 -0.4
H 2.832 -3.250 -1.437 -1.2 -0.2 0.0
H 1.163 -2.403 -3.346 0.3 0.1 -0.3
H -3.215 2.420 -0.982 -0.4 -0.5 0.6
H -4.847 4.186 -0.812 -0.2 0.0 -0.1
H 1.885 2.929 -3.752 0.2 -0.8 0.7
H 5.846 2.984 0.385 -1.3 0.0 1.1
H -3.042 -1.520 -3.407 -0.2 -0.1 0.2
H 2.381 1.942 3.888 0.2 0.4 -0.4
H 4.510 -0.303 3.926 -0.1 0.2 -0.2
```
Positions in Å, forces in eV/Å.

Values from the calculation:
Orbital gap (alpha / beta) ... 6.1 / 6.1 eV
E ... -2942.2628 a.u.
Relative energy (zero: lowest compared OMol25 entry of this formula, charge and spin) ... 90.2 kJ/mol
Charge ... +1
E_LUMO (alpha / beta) ... -4.22 / -4.22 eV

Atom charges from the Löwdin analysis, given in e for atoms 1 to 4: atom 1 (Ce): 1.097, atom 2 (I): 0.920, atom 3 (S): 0.762, atom 4 (O): 0.163